Entry 1:
Computed, not measured: a molecular structure, C14H8N3O7RuS6, with ωB97M-V with the def2-TZVPD basis set.

Properties
charge = -2
2S+1 = 2
HOMO level (alpha / beta) = -1.92 / -1.89 eV
calculated total energy = -3713.3786 hartree
energy above the lowest of the compared OMol25 structures with the same formula, charge and spin = 2.489 eV

Cartesian coordinates (Å):
Ru: -1.72005 0.07142 0.45400
S: -7.47575 -4.23573 -1.12293
C: -6.15303 -3.31887 -0.66741
S: -6.26669 -1.81073 0.13720
C: -4.56538 -1.49676 0.31230
C: -3.73670 -2.42548 -0.21369
S: -1.99856 -2.32118 -0.11635
S: -4.52910 -3.76993 -0.98380
S: -3.93384 -0.11099 1.17226
N: -1.33290 -0.42196 2.56245
C: -0.80647 0.77951 3.21840
C: 0.24485 1.42323 2.29696
O: 1.16435 2.06131 2.80098
O: 0.04007 1.23905 1.04999
H: -2.15058 -0.82829 3.00437
H: -0.60916 -1.13205 2.49091
H: -0.35966 0.58415 4.19529
H: -1.62584 1.49164 3.33932
O: 0.07633 0.31592 -1.86588
C: 0.92310 -0.22950 -1.04667
O: 0.68561 -1.00484 -0.13561
C: 2.35335 0.17797 -1.32303
C: 2.65283 1.21551 -2.19517
C: 3.97156 1.59506 -2.41315
C: 5.00232 0.93381 -1.76777
C: 4.67283 -0.09911 -0.90464
C: 3.37205 -0.48969 -0.65616
N: 5.77451 -0.81496 -0.22422
O: 5.49160 -1.76077 0.48129
O: 6.91356 -0.42592 -0.42240
H: 1.83598 1.72845 -2.68338
H: 4.19610 2.41188 -3.08645
H: 6.03658 1.20391 -1.91533
H: 3.13386 -1.28308 0.03564
S: -2.77130 4.75152 -0.23365
C: -2.50080 3.15854 0.10555
N: -2.34292 2.03731 0.36662
O: -2.12399 0.48142 -2.52143
C: -1.53871 0.31824 -1.52442

Atom charges from the Mulliken analysis, given in e for atoms 1 to 6: atom 1 (Ru): 0.695, atom 2 (S): -0.370, atom 3 (C): 0.107, atom 4 (S): -0.135, atom 5 (C): 0.191, atom 6 (C): 0.048

***

Entry 2:
Computed, not measured: C5H9NOS in the gas phase, with ωB97M-V with the def2-TZVPD basis set.

Properties
SMILES = N[C@@H]1[C@@H]2CSC[C@]12O
HOMO level = -8.27 eV
calculated total energy = -724.0643 hartree
energy above the lowest of the compared OMol25 structures with the same formula, charge and spin = 1.510 eV

Cartesian coordinates (Å):
N: -0.53201 1.54297 -0.89592
C: -0.99429 0.56936 0.04555
C: -0.01883 0.08138 1.10854
C: 1.43949 0.52687 1.03084
S: 2.25447 -0.49747 -0.24528
C: 0.70479 -1.12502 -0.97327
C: -0.42561 -0.82704 0.01507
O: -1.27156 -1.89061 0.33718
H: -0.60095 2.46614 -0.49416
H: -1.09421 1.53642 -1.74119
H: -1.96856 0.63102 0.39207
H: -0.43184 -0.09675 2.10603
H: 1.53718 1.59571 0.74100
H: 1.94494 0.36635 1.98089
H: 0.79359 -2.21249 -1.06998
H: 0.52069 -0.65732 -1.94198
H: -1.85727 -2.00952 -0.39539

Atom charges from the Mulliken analysis, given in e for atoms 1 to 6: atom 1 (N): -0.549, atom 2 (C): -0.736, atom 3 (C): -0.357, atom 4 (C): -0.751, atom 5 (S): -0.218, atom 6 (C): -0.831

***

Entry 3:
Computed, not measured: 2 unconnected molecules or ions with the total composition C5H12O2, with ωB97M-V with the def2-TZVPD basis set.

Properties
SMILES = C1CCOCC1.O
HOMO level = -9.60 eV
calculated total energy = -348.1591 hartree
energy above the lowest of the compared OMol25 structures with the same formula, charge and spin = 1.245 eV

Cartesian coordinates (Å):
C: 0.89064 -0.04383 -0.85102
C: -0.46153 -0.71866 -1.29493
C: -1.52448 0.29389 -1.51502
O: -1.76126 1.02067 -0.23060
C: -0.58200 1.79998 0.14737
C: 0.59019 0.80795 0.36730
H: 1.25308 0.60789 -1.66916
H: 1.69389 -0.76883 -0.61731
H: -0.83025 -1.43467 -0.53544
H: -0.28128 -1.28302 -2.23004
H: -2.43249 -0.09567 -2.01423
H: -1.06592 1.04378 -2.18795
H: -0.82590 2.34104 1.08182
H: -0.33070 2.55455 -0.62265
H: 1.48998 1.41047 0.59713
H: 0.39722 0.14710 1.23418
O: 0.90243 -2.74217 3.45012
H: 1.08972 -1.78234 3.34106
H: 1.78866 -3.15811 3.54936

Atom charges from the Mulliken analysis, given in e for atoms 1 to 6: atom 1 (C): -0.664, atom 2 (C): -0.505, atom 3 (C): -0.456, atom 4 (O): -0.417, atom 5 (C): -0.487, atom 6 (C): -0.361

***

Entry 4:
Computed, not measured: 5 unconnected molecules or ions with the total composition C2H14O5, with ωB97M-V with the def2-TZVPD basis set.

Properties
SMILES = CCO.O.O.O.O
HOMO level = -9.83 eV
calculated total energy = -460.7927 hartree
energy above the lowest of the compared OMol25 structures with the same formula, charge and spin = 0.349 eV

Cartesian coordinates (Å):
C: -1.01330 -1.19783 -2.56362
C: -1.78064 -0.33629 -1.57096
O: -1.08893 0.85935 -1.28266
H: -0.78356 -0.62253 -3.45957
H: -1.54667 -2.11122 -2.83588
H: -0.07059 -1.51644 -2.10918
H: -1.95803 -0.90658 -0.65008
H: -2.75787 -0.06003 -1.96841
H: -0.40257 0.67932 -0.62937
O: 0.36333 0.68544 3.65126
H: 1.22365 0.91617 4.01486
H: -0.26001 1.28715 4.06844
O: 0.32189 -2.71540 0.58697
H: 0.45919 -1.76784 0.73559
H: -0.37030 -2.76499 -0.07766
O: 0.67592 0.10783 0.92728
H: 0.46444 0.37487 1.83858
H: 1.27931 0.78947 0.60665
O: 2.33642 2.54835 0.55456
H: 2.99844 2.38302 -0.12412
H: 1.90989 3.36817 0.28733

Atom charges from the Mulliken analysis, given in e for atoms 1 to 6: atom 1 (C): -0.981, atom 2 (C): -0.172, atom 3 (O): -0.526, atom 4 (H): 0.297, atom 5 (H): 0.320, atom 6 (H): 0.246

***

Entry 5:
Computed, not measured: C4H3N3 in the gas phase, with ωB97M-V with the def2-TZVPD basis set.

Properties
SMILES = C#Cc1cnn[nH]1
HOMO level = -9.19 eV
calculated total energy = -318.3258 hartree
energy above the lowest of the compared OMol25 structures with the same formula, charge and spin = 4.324 eV

Cartesian coordinates (Å):
C: -1.41944 -1.62984 0.22125
C: -1.52280 -0.42706 0.32216
C: -0.33687 0.37771 0.20458
C: 0.89629 -0.03960 0.65435
N: 1.84721 0.64167 -0.01153
N: 1.28466 1.46431 -0.83896
N: -0.04624 1.32838 -0.69809
H: -0.83130 -2.51725 0.18916
H: 1.13253 -0.77260 1.41105
H: -0.66419 1.77572 -1.36020

Atom charges from the Mulliken analysis, given in e for atoms 1 to 6: atom 1 (C): -0.126, atom 2 (C): -0.487, atom 3 (C): 0.578, atom 4 (C): -0.464, atom 5 (N): -0.236, atom 6 (N): -0.543

***

Entry 6:
Computed, not measured: C4H9NO in the gas phase, with ωB97M-V with the def2-TZVPD basis set.

Properties
SMILES = NCCCC=O
HOMO level = -9.57 eV
calculated total energy = -287.7522 hartree
energy above the lowest of the compared OMol25 structures with the same formula, charge and spin = 2.183 eV

Cartesian coordinates (Å):
N: 1.11375 -1.39409 1.12856
C: 1.15749 -0.98447 -0.27106
C: 0.71074 0.53835 -0.40058
C: -0.79504 0.63649 -0.60265
C: -1.72606 1.13483 0.52028
O: -2.45861 2.06146 0.26275
H: 0.75821 -2.33031 1.28908
H: 0.44439 -0.66870 1.49890
H: 2.16251 -1.29482 -0.73040
H: 0.36097 -1.41190 -0.92078
H: 1.19767 0.80431 -1.35333
H: 1.11953 1.13100 0.43771
H: -0.98160 1.33685 -1.41416
H: -1.19355 -0.27955 -0.96774
H: -1.87041 0.72055 1.52343

Atom charges from the Mulliken analysis, given in e for atoms 1 to 6: atom 1 (N): -0.615, atom 2 (C): -0.291, atom 3 (C): -0.837, atom 4 (C): -0.476, atom 5 (C): -0.041, atom 6 (O): -0.467

***

Entry 7:
Computed, not measured: a molecular structure, C19H15ClNa, with ωB97M-V with the def2-TZVPD basis set.

Properties
charge = +1
HOMO level = -12.25 eV
calculated total energy = -1355.2476 hartree
energy above the lowest of the compared OMol25 structures with the same formula, charge and spin = 2.124 eV

Cartesian coordinates (Å):
C: 1.59553 1.45124 -0.95306
C: 2.77119 2.06399 -1.32021
C: 3.85588 2.02838 -0.47472
C: 3.75690 1.36653 0.73400
C: 2.57642 0.75688 1.10322
C: 1.47429 0.79842 0.26487
C: 0.15326 0.14785 0.62700
C: 0.07092 -1.33385 0.26062
C: 1.03576 -1.93435 -0.55479
C: 0.98010 -3.28032 -0.86573
C: -0.05024 -4.05618 -0.37339
C: -1.01376 -3.50897 0.43767
C: -0.95061 -2.15515 0.77845
Cl: -0.05288 0.11209 2.45418
C: -1.01543 0.98686 0.05751
C: -1.74294 0.52011 -1.04895
C: -3.13628 0.82451 -1.18942
C: -3.76970 1.74944 -0.30553
C: -3.06353 2.38501 0.70071
C: -1.64249 2.01517 0.98720
H: 0.74217 1.47819 -1.60879
H: 2.82980 2.57234 -2.27115
H: 4.77693 2.50216 -0.76927
H: 4.61106 1.33067 1.38771
H: 2.50175 0.24605 2.04794
H: 1.86318 -1.34847 -0.90857
H: 1.76335 -3.73836 -1.44737
H: -0.09193 -5.10355 -0.61759
H: -1.79641 -4.12990 0.85149
H: -1.66079 -1.75209 1.56352
H: -1.28362 -0.19021 -1.73333
H: -3.69911 0.38515 -2.00555
H: -4.80932 2.01618 -0.49266
H: -3.52874 3.18921 1.28209
H: -1.53099 1.68155 2.06321
Na: -2.51972 -0.07657 1.33868

Atom charges from the Mulliken analysis, given in e for atoms 1 to 6: atom 1 (C): 0.292, atom 2 (C): -0.898, atom 3 (C): -0.435, atom 4 (C): -0.948, atom 5 (C): -0.060, atom 6 (C): -0.979

***

Entry 8:
Computed, not measured: 2 unconnected molecules or ions with the total composition C2H5O3, with ωB97M-V with the def2-TZVPD basis set.

Properties
2S+1 = 2
HOMO level (alpha / beta) = -7.30 / -11.01 eV
calculated total energy = -304.8370 hartree
energy above the lowest of the compared OMol25 structures with the same formula, charge and spin = 0.736 eV

Cartesian coordinates (Å):
O: -2.38748 0.00621 0.43510
H: -2.97094 0.07299 -0.34239
H: -2.54317 0.84078 0.91995
C: 1.58250 1.05069 -0.01026
O: 1.47495 1.57429 1.03047
C: 1.21456 -0.24725 -0.62145
O: 1.05484 -1.11205 0.53125
H: 0.29643 -0.12104 -1.20830
H: 2.10498 -0.54633 -1.18311
H: 0.17333 -1.51830 0.44874

Atom charges from the Mulliken analysis, given in e for atoms 1 to 6: atom 1 (O): -0.631, atom 2 (H): 0.321, atom 3 (H): 0.322, atom 4 (C): -0.048, atom 5 (O): -0.295, atom 6 (C): -0.010